Record 1
ORCA calculation (ωB97M-V/def2-TZVPD) on an isolated molecule of C7H12N2O2.

Each line ends with the Mulliken charge.
Atoms and positions in Å:
C -2.04979 0.81606 2.07660  -0.24
C 2.54330 -0.23440 0.35824  0.47
C 1.09675 0.43303 0.04639  0.63
C 3.72814 0.08473 -0.50448  -1.03
C -1.68871 0.87765 -1.00945  -1.67
C -1.64631 -1.58278 -0.73134  -1.90
C -1.24099 -0.24240 -0.08647  1.22
N -2.21015 -0.17768 1.38168  -0.54
N 0.05269 -0.38983 0.33174  -0.10
O 2.55815 -0.91352 1.37078  -0.55
O 1.09000 1.51498 -0.47252  -0.60
H -2.58125 1.03725 3.02101  0.27
H -1.43338 1.65550 1.80309  0.21
H 3.57127 0.98183 -1.04416  0.34
H 4.07316 -0.73570 -1.28616  0.27
H 4.64720 0.24370 0.20925  0.26
H -2.84228 0.97628 -0.80967  0.38
H -1.46214 0.78380 -2.08278  0.34
H -1.23604 1.73397 -0.68096  0.58
H -1.83855 -2.21645 0.09990  0.49
H -0.91609 -1.98009 -1.36794  0.41
H -2.50016 -1.34730 -1.26467  0.48
H 0.28519 -1.31862 0.64189  0.27

Output
charge = 0
LUMO level = 0.417 eV
E_tot = -14526.547 eV
relative energy (zero: lowest compared OMol25 entry of this formula, charge and spin) = 74.78 kcal per mole
structure (SMILES) = C=NC(C)(C)NC(=O)C(C)=O

***

Record 2
ORCA calculation (ωB97M-V/def2-TZVPD) on a 10-piece molecular cluster, C37H99N5O17 overall.

Each line ends with the Mulliken charge.
Atoms and positions in Å:
C -3.82528 -2.67406 -5.67068  -0.78
O -3.62094 -2.80561 -4.28473  -0.28
C -3.24874 -1.58465 -3.69821  -0.42
C -2.91818 -1.87860 -2.23125  0.24
N -1.97883 -3.03713 -2.30034  -0.02
C -1.41243 -3.30414 -1.01900  0.77
C -0.72191 -4.63381 -1.10650  -1.09
O -1.61014 -5.61288 -1.71784  -0.44
C -0.99128 -6.84895 -1.85990  -0.84
H -4.68384 -2.01516 -5.95728  0.26
H -4.06597 -3.70869 -5.97172  0.24
H -2.91075 -2.32849 -6.16524  0.31
H -4.05261 -0.83730 -3.86061  0.44
H -2.30097 -1.15817 -4.06166  -0.23
H -3.78099 -2.12654 -1.63522  0.15
H -2.40412 -1.06418 -1.75789  -0.17
H -2.41850 -3.87748 -2.68417  0.50
H -2.10724 -3.48008 -0.24179  0.49
H -0.78879 -2.46223 -0.72661  -0.80
H -0.40709 -4.96116 -0.10212  0.46
H 0.19667 -4.42343 -1.70847  0.25
H -0.42424 -6.93135 -2.79102  0.28
H -1.75940 -7.61752 -1.87590  0.28
H -0.30711 -7.05187 -1.05569  0.34
C 0.45090 5.68667 -4.96628  -0.81
O 1.27734 5.05655 -4.02642  -0.29
C 1.12659 3.65512 -4.21397  -0.60
C 2.02031 2.91968 -3.16923  -0.20
N 1.62108 3.46742 -1.80466  -0.47
C 2.30054 2.67487 -0.79920  1.73
C 3.65208 3.13637 -0.33099  -0.80
O 3.61777 4.39002 0.26830  -0.23
C 4.94161 4.88722 0.49626  -1.02
H 0.87323 6.65805 -5.12012  0.29
H -0.61407 5.80230 -4.66980  0.28
H 0.45819 5.30919 -6.02509  0.30
H 1.53033 3.41317 -5.23293  0.43
H 0.04722 3.36446 -4.10833  0.26
H 3.09780 3.08408 -3.33011  0.47
H 1.81020 1.87767 -3.21371  -0.05
H 1.91424 4.41961 -1.87639  0.40
H 2.40421 1.67625 -1.27449  -0.87
H 1.59845 2.59122 0.09283  -0.63
H 4.35449 3.25544 -1.14697  0.54
H 4.10134 2.52854 0.42652  0.29
H 5.68034 4.06201 0.67668  0.37
H 4.89898 5.55215 1.38056  0.31
H 5.38221 5.33149 -0.41825  0.29
C -2.92235 4.46832 3.52291  -0.66
O -4.01472 3.57980 3.25272  -0.39
C -3.97665 2.45704 4.19031  -0.14
C -5.09548 1.51356 3.81249  -1.06
N -4.68069 0.90828 2.53416  -0.19
C -5.41515 -0.30692 2.15561  -1.23
C -4.75286 -0.84359 0.91546  0.90
O -4.72803 0.20431 -0.08036  0.23
C -5.92476 0.52430 -0.78617  -1.12
H -3.03811 5.36440 2.90760  0.27
H -1.88159 3.98323 3.56538  0.17
H -3.18853 4.83244 4.53630  0.40
H -4.20830 2.83310 5.18774  0.47
H -2.98011 2.01288 4.06501  -0.04
H -6.00595 2.13506 3.82343  0.36
H -5.19970 0.73713 4.53651  0.50
H -4.74509 1.61330 1.80176  0.10
H -6.50929 -0.17819 1.99504  0.41
H -5.32200 -1.01865 2.97172  0.44
H -5.30160 -1.72870 0.43484  0.45
H -3.69634 -1.05681 0.93025  -0.80
H -5.62971 0.87598 -1.81910  0.27
H -6.61355 1.26423 -0.27018  0.27
H -6.55319 -0.31478 -1.03883  0.40
C 2.29963 -0.95411 -1.62874  0.58
O 1.89171 -0.42821 -2.88750  -0.44
C 0.61159 -0.89520 -3.30343  1.17
C 0.63278 -1.24184 -4.81802  -1.39
N 1.25499 -2.57812 -5.10278  -0.33
C 2.55613 -2.75857 -4.51563  0.40
C 3.37076 -3.98066 -4.94757  -0.72
O 4.68657 -3.94698 -4.53290  -0.42
C 4.62734 -4.36027 -3.15245  -0.44
H 1.98395 -2.02060 -1.57296  -0.32
H 1.93462 -0.47961 -0.71656  -0.51
H 3.41917 -0.92978 -1.51004  0.44
H -0.19226 -0.11223 -3.17737  0.13
H 0.30704 -1.79115 -2.76927  -0.58
H 1.14902 -0.49997 -5.37456  0.46
H -0.41042 -1.32295 -5.06742  0.29
H 0.57544 -3.30489 -4.79896  0.35
H 2.58666 -2.75109 -3.43484  -0.57
H 3.17110 -1.90855 -4.70273  0.33
H 3.35180 -4.13434 -6.00689  0.41
H 2.85957 -4.81484 -4.57201  0.40
H 4.15338 -5.36564 -3.14264  0.28
H 4.01296 -3.64106 -2.59148  0.07
H 5.64872 -4.41526 -2.77302  0.31
C 0.37754 5.22571 2.16690  -1.07
O 0.72112 3.88726 2.18748  0.24
C 1.64240 3.63711 3.23897  -0.72
C 1.93707 2.19352 3.57288  0.53
N 3.17101 2.24861 4.31051  -0.33
C 4.39919 2.28151 3.50797  -0.19
C 4.87638 0.93782 2.98537  0.20
O 5.24520 0.15793 4.08856  -0.39
C 5.26274 -1.21319 3.81451  -0.30
H 1.29245 5.76024 1.91309  0.30
H 0.13881 5.66610 3.13130  0.38
H -0.45041 5.37376 1.46280  0.17
H 1.34450 4.22909 4.14170  0.27
H 2.58432 4.07073 2.85271  0.17
H 1.92273 1.47818 2.77584  -0.57
H 1.16592 1.85836 4.29259  0.26
H 3.23092 1.49129 5.05353  0.35
H 5.10955 2.78113 4.13154  0.41
H 4.25324 2.96402 2.63905  -0.35
H 5.69103 1.08359 2.26616  0.47
H 4.00037 0.57202 2.39138  -0.33
H 6.21692 -1.48774 3.37492  0.29
H 4.47897 -1.41147 3.08977  -0.05
H 5.16696 -1.72441 4.81140  0.23
C 2.00389 -3.61506 1.07112  -0.31
C 1.25430 -2.54533 1.75080  1.36
O 2.02472 -1.28819 1.74424  -0.07
O 3.33208 -3.74445 1.57693  -0.61
H 1.93536 -3.58191 0.00189  -0.20
H 1.44777 -4.56275 1.31815  0.26
H 0.87441 -2.76687 2.73533  0.52
H 0.33837 -2.32714 1.22856  -1.13
H 1.59849 -0.80203 1.04469  -0.69
H 3.94896 -3.21338 1.09239  0.34
C -1.17849 0.56932 0.98638  0.39
C -1.37134 -0.54105 1.97810  0.50
O -2.20654 -0.09420 3.03708  0.01
O -0.36538 0.15100 -0.07220  2.21
H -0.70477 1.34684 1.56877  -0.34
H -2.13105 0.95426 0.63985  -0.06
H -0.49712 -0.86240 2.52926  0.39
H -1.81735 -1.44074 1.44121  -1.06
H -3.09456 0.13087 2.74414  0.18
H -0.39060 0.82008 -0.79106  -0.96
C -2.17580 3.09085 -1.27629  -0.47
O -0.98840 2.36431 -1.69169  -0.63
H -2.57654 3.73783 -2.08000  0.30
H -2.94128 2.31364 -1.05045  -0.07
H -2.06900 3.73464 -0.38856  0.12
H -0.20153 2.96869 -1.69451  0.35
C -2.58658 -3.62791 3.04420  -0.41
O -1.39207 -3.52029 3.79100  -0.60
H -3.30206 -2.88224 3.40967  0.16
H -2.32950 -3.28126 2.04137  0.02
H -3.01144 -4.62698 3.04807  0.40
H -1.51699 -2.77347 4.44242  0.55
C -0.38606 -0.91578 5.82383  -0.41
O -1.52224 -1.38539 5.18875  -0.69
H -0.11354 -1.73781 6.56813  0.28
H 0.45015 -0.85012 5.04200  0.03
H -0.53100 0.03060 6.39670  0.26
H -1.68730 -0.88725 4.38356  0.23

Output
charge = 0
LUMO level = 0.517 eV
E_tot = -82221.766 eV
relative energy (zero: lowest compared OMol25 entry of this formula, charge and spin) = 45.93 kcal per mole
structure (SMILES) = COCCNCCOC.COCCNCCOC.COCCNCCOC.COCCNCCOC.COCCNCCOC.OCCO.OCCO.CO.CO.CO

***

Record 3
ORCA calculation (ωB97M-V/def2-TZVPD) on an isolated molecule of C6H10O.

Each line ends with the Mulliken charge.
Atoms and positions in Å:
C -1.99512 -0.37890 -0.61873  -0.74
O -0.72183 -0.98300 -0.59576  -0.41
C 0.33212 -0.24945 0.01210  1.63
C 1.58667 -1.06107 -0.33552  -1.57
C 0.17041 0.01397 1.51567  -1.52
C 0.44005 1.12775 -0.55657  -1.16
C 0.50802 2.29769 -0.83656  0.21
H -1.98762 0.59123 -1.13667  0.28
H -2.65781 -1.05891 -1.16272  0.29
H -2.38273 -0.24121 0.39752  0.28
H 1.51569 -2.06879 0.08704  0.36
H 2.48531 -0.56603 0.04077  0.37
H 1.68184 -1.15927 -1.42239  0.38
H 1.04752 0.58008 1.83868  0.41
H 0.04875 -0.85855 2.16570  0.34
H -0.65528 0.70898 1.68576  0.39
H 0.58560 3.34019 -1.06704  0.45

Output
charge = 0
LUMO level = 1.025 eV
E_tot = -8429.252 eV
relative energy (zero: lowest compared OMol25 entry of this formula, charge and spin) = 45.85 kcal per mole
structure (SMILES) = C#CC(C)(C)OC